1.
{
  "formula": "C9H16N2O2",
  "method": "wB97M-V/def2-TZVPD",
  "smiles": "O=c1cc[nH]c(=O)[nH]1.CCCCC",
  "homo_energy_ha": -0.3672,
  "e_above_lowest_ev": 3.8628,
  "homo_lumo_gap_ev": 10.25,
  "charge": 0,
  "species": ["O", "C", "C", "C", "N", "C", "O", "N", "H", "H", "H", "H", "C", "C", "C", "C", "C", "H", "H", "H", "H", "H", "H", "H", "H", "H", "H", "H", "H"],
  "coordinates": [[-0.1902, 5.1891, -2.1770], [0.5243, 4.3683, -1.5584], [1.0175, 4.5495, -0.2547], [1.7049, 3.6635, 0.3360], [2.1656, 2.5681, -0.4341], [1.7549, 2.2142, -1.7049], [1.7106, 1.0211, -2.1938], [1.0269, 3.2345, -2.3153], [0.7702, 5.4427, 0.1622], [1.9381, 3.8013, 1.4995], [2.3581, 1.7633, 0.2545], [0.8227, 3.0399, -3.2682], [-3.4130, -5.3715, 3.6381], [-1.9108, -4.9841, 3.0769], [-1.9968, -4.2691, 1.6910], [-0.5435, -4.2532, 1.0450], [-0.4766, -4.0456, -0.5048], [-4.1214, -4.4892, 3.3574], [-3.7969, -6.1296, 3.0036], [-3.3585, -5.4624, 4.8091], [-1.4147, -6.0221, 2.7631], [-1.1787, -4.6173, 3.8936], [-2.6111, -4.8426, 0.9620], [-2.5663, -3.3573, 1.7251], [-0.2170, -5.2971, 1.3452], [-0.0082, -3.4884, 1.5815], [-1.1775, -3.2293, -0.7500], [0.7024, -3.6399, -0.5753], [-0.6183, -5.0033, -1.1378]],
  "forces_ev_per_a": [[1.331, -1.933, 1.802], [-1.045, 1.250, -5.766], [-1.757, 1.409, -1.437], [2.759, -2.605, 2.659], [0.847, -2.507, 3.941], [-3.016, -3.428, -1.306], [1.422, 4.527, 1.982], [1.133, 0.414, 2.656], [-0.922, 2.231, 1.356], [0.044, -0.911, -2.967], [-0.059, 1.240, -2.286], [-0.738, 0.312, -0.631], [1.660, 3.755, 0.909], [-0.479, -2.891, -0.262], [0.976, -1.089, -0.409], [-2.202, -1.456, 0.264], [3.003, 0.259, 0.941], [1.249, -1.152, 0.903], [-0.234, -1.379, 0.226], [-0.539, -0.424, -2.523], [-1.003, 1.866, 0.984], [-1.430, 0.125, -1.507], [0.166, -0.342, 0.759], [0.364, 0.993, 0.233], [0.405, 1.390, -0.542], [0.679, 0.104, 0.021], [0.472, -0.433, -0.404], [-3.236, -1.062, -0.726], [0.149, 1.739, 1.130]]
}

***

2.
{
  "formula": "C2H3INOS",
  "method": "wB97M-V/def2-TZVPD",
  "homo_energy_ha": [-0.4795, -0.4853],
  "e_above_lowest_ev": 1.6605,
  "homo_lumo_gap_ev": [5.85, 6.08],
  "charge": 1,
  "species": ["C", "C", "N", "O", "S", "I", "H", "H", "H"],
  "coordinates": [[0.6127, 0.0288, 0.2450], [0.5062, 0.2752, -0.9857], [0.5670, -0.8182, 1.3830], [0.5252, 0.5551, -2.1393], [-1.7104, 1.4086, -2.8893], [-2.2460, 1.8521, -0.6770], [-0.0437, -0.4966, 2.1136], [1.4558, -1.0730, 1.9318], [0.3332, -1.7322, 1.0177]],
  "forces_ev_per_a": [[-0.090, 1.818, -1.044], [0.724, -1.460, 2.668], [1.911, -1.421, -0.271], [-0.928, 0.623, -1.346], [0.641, -0.021, 1.805], [0.188, -0.258, -1.245], [-0.893, 0.164, 0.243], [-0.623, 1.251, -1.249], [-0.929, -0.696, 0.439]]
}

***

3.
{
  "formula": "C32H54F24N7O16S8",
  "method": "wB97M-V/def2-TZVPD",
  "homo_energy_ha": [-0.2730, -0.2730],
  "multiplicity": 2,
  "homo_lumo_gap_ev": [6.11, 2.35],
  "charge": 0,
  "species": ["C", "C", "C", "N", "C", "C", "C", "C", "C", "H", "H", "H", "H", "H", "H", "H", "H", "H", "H", "H", "H", "H", "H", "H", "H", "H", "H", "C", "C", "C", "N", "C", "C", "C", "C", "C", "H", "H", "H", "H", "H", "H", "H", "H", "H", "H", "H", "H", "H", "H", "H", "H", "H", "H", "C", "C", "C", "N", "C", "C", "C", "C", "C", "H", "H", "H", "H", "H", "H", "H", "H", "H", "H", "H", "H", "H", "H", "H", "H", "H", "H", "C", "F", "F", "F", "S", "O", "O", "N", "S", "O", "O", "C", "F", "F", "F", "C", "F", "F", "F", "S", "O", "O", "N", "S", "O", "O", "C", "F", "F", "F", "C", "F", "F", "F", "S", "O", "O", "N", "S", "O", "O", "C", "F", "F", "F", "C", "F", "F", "F", "S", "O", "O", "N", "S", "O", "O", "C", "F", "F", "F"],
  "coordinates": [[-3.1165, -4.0230, -3.2093], [-4.5446, -3.9545, -3.6527], [-5.0919, -5.3404, -4.0710], [-6.6176, -5.4021, -4.1202], [-7.0454, -4.5208, -5.2994], [-7.1977, -6.8155, -4.2755], [-8.3775, -6.8605, -3.2486], [-8.5574, -5.4358, -2.6802], [-7.1859, -4.7769, -2.8200], [-2.4110, -4.2340, -4.0130], [-3.0386, -4.6955, -2.3550], [-2.8141, -3.0671, -2.7816], [-4.6396, -3.2402, -4.4705], [-5.0607, -3.4771, -2.8197], [-4.8879, -6.0998, -3.3162], [-4.7715, -5.6163, -5.0757], [-6.6324, -4.8044, -6.2675], [-6.9985, -3.4455, -5.1271], [-8.1118, -4.7381, -5.3597], [-7.5031, -6.8566, -5.3210], [-6.3978, -7.5366, -4.1072], [-9.2818, -7.2265, -3.7347], [-7.9605, -7.5260, -2.4927], [-9.3138, -4.9219, -3.2734], [-8.9731, -5.2320, -1.6935], [-7.2803, -3.7115, -3.0301], [-6.6882, -5.0070, -1.8780], [2.1629, 3.9478, 0.9048], [1.0650, 3.0115, 0.4370], [1.5444, 1.5637, 0.2344], [0.4242, 0.5468, 0.1579], [-0.2711, 0.6022, 1.5150], [0.9613, -0.9153, -0.0422], [0.2508, -1.3876, -1.2889], [-0.9917, -0.5993, -1.4018], [-0.5421, 0.7919, -1.0509], [3.0598, 3.5688, 1.3945], [1.7327, 4.7714, 1.4747], [2.7133, 4.3461, 0.0524], [0.7390, 3.3558, -0.5444], [0.0851, 3.0993, 0.9063], [2.1936, 1.2570, 1.0545], [2.0779, 1.5967, -0.7155], [-0.6835, 1.5799, 1.7641], [0.5734, 0.3652, 2.1621], [-1.0634, -0.1003, 1.7738], [0.7157, -1.5628, 0.7996], [2.0256, -0.9632, -0.2728], [0.1679, -2.4653, -1.1481], [0.9329, -1.3744, -2.1390], [-1.8711, -1.0116, -0.9071], [-1.1714, -0.5895, -2.4768], [-1.3544, 1.4852, -0.8327], [0.2370, 1.1237, -1.7373], [5.2234, -0.4381, 10.5782], [5.3794, -0.0536, 9.1095], [4.6391, -0.9740, 8.0279], [4.6984, -0.3347, 6.5514], [6.2062, -0.2885, 6.1353], [4.0474, 1.0669, 6.4669], [2.9713, 0.9731, 5.3607], [2.6845, -0.5522, 5.2656], [4.0486, -1.2486, 5.4957], [5.3364, -1.4605, 10.9387], [4.1813, -0.3284, 10.8784], [5.7504, 0.3266, 11.1489], [6.4285, -0.0354, 8.8141], [4.9897, 0.9642, 9.0883], [3.6520, -1.3461, 8.3024], [5.0026, -1.9899, 7.8737], [6.6833, -1.2633, 6.2365], [6.6098, 0.4240, 6.8546], [6.1290, 0.2769, 5.2066], [4.6503, 1.9666, 6.3431], [3.5077, 1.2638, 7.3932], [3.4655, 1.0879, 4.3960], [2.0688, 1.5843, 5.3453], [2.2401, -0.8040, 4.3027], [2.0363, -0.9292, 6.0567], [4.6213, -1.0902, 4.5819], [4.1543, -2.2850, 5.8161], [-5.5790, 5.8174, -2.0936], [-6.2384, 6.5874, -2.9775], [-5.2499, 6.5922, -1.0288], [-6.3523, 4.7895, -1.7575], [-3.9858, 5.2675, -3.2381], [-3.3145, 4.1463, -2.5927], [-4.4808, 4.8863, -4.5541], [-3.0000, 6.6760, -3.3421], [-2.1239, 6.7173, -2.1019], [-1.7804, 8.0860, -1.8079], [-2.6138, 6.0298, -0.8840], [-0.4341, 5.8978, -2.5431], [0.5695, 6.3930, -1.7789], [-0.5722, 4.6286, -2.2771], [-0.2632, 6.1303, -3.8482], [-4.1602, -0.9335, 2.8264], [-4.1948, -0.7097, 1.5462], [-5.3430, -1.5473, 3.1691], [-3.0729, -1.6235, 3.1150], [-3.9837, 0.8032, 3.7138], [-4.7111, 0.7527, 4.9864], [-2.5813, 1.0765, 3.7726], [-5.0753, 1.9429, 2.8750], [-4.0325, 2.7286, 2.0502], [-3.2700, 3.8247, 2.7602], [-3.1514, 1.8171, 1.2309], [-5.0926, 3.5958, 0.7326], [-5.4331, 4.8558, 1.1675], [-4.3266, 3.8621, -0.3088], [-6.2336, 2.9388, 0.4655], [1.5826, 2.0629, -5.2269], [0.8959, 2.7413, -6.1906], [0.7076, 2.0673, -4.1956], [1.8544, 0.8494, -5.6262], [3.2670, 2.9730, -4.6972], [2.9755, 4.4393, -4.6619], [3.6197, 2.3821, -3.3889], [4.3265, 2.8151, -6.0509], [5.3161, 1.6598, -5.5462], [6.0743, 1.8642, -4.3307], [4.6299, 0.3815, -5.7517], [6.6266, 1.7966, -7.0456], [7.6948, 0.9882, -6.9197], [6.0034, 1.3738, -8.2555], [6.8923, 3.0059, -7.2462], [4.6472, -1.1006, -2.5647], [3.8458, -0.1789, -3.2633], [3.8616, -2.1756, -2.1696], [5.6075, -1.6404, -3.2771], [5.3485, -0.2438, -1.0489], [6.1901, 0.8270, -1.6005], [4.2152, 0.2581, -0.2965], [6.3237, -1.4992, -0.3540], [5.4340, -1.7804, 0.9193], [5.4553, -0.9491, 2.1479], [4.1395, -2.2697, 0.5176], [6.3718, -3.4325, 1.5442], [5.3985, -4.2373, 2.1178], [7.0212, -4.0378, 0.5164], [7.1344, -2.9607, 2.5201]],
  "forces_ev_per_a": [[0.772, 0.237, 0.463], [-0.521, 0.121, -0.433], [-0.776, 0.244, 0.741], [1.214, 1.859, 0.021], [-1.928, -0.651, 0.528], [-0.341, 1.567, -0.085], [1.083, -0.151, 0.171], [-0.436, 0.609, -1.124], [-1.707, -0.432, -0.876], [-0.005, -0.368, 0.176], [0.320, -0.418, -0.263], [-0.059, 0.195, -0.227], [-0.033, -0.101, -0.221], [-0.460, -0.464, -0.024], [0.693, -0.006, -0.168], [0.336, -0.210, 0.253], [0.508, -0.199, 0.440], [0.660, -0.259, 0.283], [-0.142, 0.197, -0.286], [-0.074, -0.333, 0.149], [-0.184, 0.076, 0.159], [0.136, -0.240, 0.401], [-0.844, -0.231, 0.251], [0.178, 0.119, -0.502], [0.356, -0.954, 0.330], [0.300, -0.131, 0.511], [1.013, 0.016, -0.646], [0.612, 0.675, -0.330], [-0.738, -0.509, -1.084], [-0.369, 0.720, -0.060], [-1.104, -0.484, 1.157], [0.778, 0.045, 0.526], [0.124, 0.761, -0.822], [1.417, -2.122, 0.797], [-0.410, 0.200, -2.077], [1.286, -0.507, 1.372], [-0.580, -0.789, 0.841], [0.245, 0.020, -0.002], [-0.541, 0.421, -0.402], [0.347, 0.089, -0.361], [0.460, -0.033, 1.048], [0.082, -0.167, -0.273], [0.279, -0.734, 0.130], [0.186, -0.142, -0.380], [-0.229, 0.165, 0.466], [0.043, -0.309, -1.022], [0.008, 0.608, 0.247], [0.187, 0.581, 0.762], [-0.698, -0.179, -0.080], [-0.216, 0.802, -0.241], [0.145, 0.331, 0.378], [-0.777, 0.148, -0.091], [0.423, 0.236, 0.202], [-0.814, 0.353, -0.749], [-1.324, 0.014, 0.261], [-0.529, -1.469, -1.109], [0.301, 0.626, -0.469], [1.401, -0.724, 1.084], [-1.843, 2.053, 1.417], [-2.120, 0.065, 0.246], [1.252, -2.278, -1.197], [-0.272, -0.874, 0.981], [-0.462, 2.048, -0.421], [1.161, -0.032, -0.459], [-0.328, 0.529, -0.211], [0.289, -0.513, 0.254], [-0.009, 0.101, 0.234], [0.005, -0.006, -0.552], [-0.802, 1.401, -0.143], [1.390, 0.269, 0.047], [-0.274, 0.157, -0.616], [0.513, -0.267, -0.088], [0.752, -0.877, -0.424], [0.940, -0.746, -0.200], [0.210, -0.450, 0.272], [0.118, 0.815, -0.117], [0.313, 0.090, 0.670], [0.132, -0.134, 0.093], [-0.473, 0.297, -0.005], [0.234, -0.290, -0.022], [-0.507, 0.152, 0.018], [0.551, 1.204, -0.911], [0.062, -0.313, 0.607], [-0.380, -1.396, -1.352], [0.940, 0.738, -0.154], [-0.623, -2.199, -1.641], [-0.092, 1.609, 0.204], [0.054, 1.725, 1.735], [-2.206, -2.409, 0.233], [2.600, 0.701, -0.663], [0.005, 0.436, 0.881], [0.068, 0.142, 0.433], [-0.353, 1.018, 0.330], [-1.153, -0.226, -1.136], [0.264, -0.676, -0.265], [0.374, -0.230, 1.163], [-1.361, 1.992, 0.998], [-0.059, -0.335, -1.277], [1.924, 0.319, -0.037], [-0.351, -0.766, 0.333], [-4.278, 1.225, 2.846], [1.282, -1.139, -1.509], [0.222, -0.414, -0.392], [1.976, -2.507, 1.127], [4.358, 2.259, -1.724], [-2.274, -2.520, -1.967], [-1.508, 1.788, 0.724], [-0.174, 1.826, 1.849], [-0.301, -1.173, 0.241], [-0.236, -1.194, -0.471], [1.030, 0.248, -0.441], [0.236, 2.036, -0.184], [1.080, -0.561, 0.206], [0.618, -0.554, 0.316], [-0.386, -0.340, 0.035], [0.312, 3.717, 0.038], [-0.316, -3.141, -0.122], [-1.068, 0.567, -2.527], [-1.451, 0.012, 3.385], [0.929, -2.470, -1.671], [-0.163, 0.014, -1.278], [1.336, 0.655, 0.362], [-3.285, -3.687, -0.702], [-0.375, 0.891, 0.362], [0.558, 0.132, 1.700], [1.760, 3.053, -0.081], [-1.829, -0.106, 0.119], [1.829, -2.596, 1.641], [0.231, 1.519, -0.560], [-0.109, 0.785, -0.447], [2.649, 2.817, -2.238], [-0.953, -2.479, 0.991], [0.218, -0.796, 0.013], [-1.909, 3.108, -0.134], [0.127, -3.148, 2.411], [0.322, -0.661, -1.661], [-0.744, -0.314, 0.733], [-2.533, 2.315, -1.192], [1.739, 0.393, -0.925], [-0.531, 0.163, 2.105], [1.075, -1.292, 0.019]]
}

***

4.
{
  "formula": "C7H28O10",
  "method": "wB97M-V/def2-TZVPD",
  "smiles": "Cc1ccccc1.O.O.O.O.O.O.O.O.O.O",
  "homo_energy_ha": -0.3251,
  "e_above_lowest_ev": 2.4228,
  "homo_lumo_gap_ev": 8.52,
  "charge": 0,
  "species": ["C", "C", "C", "C", "C", "C", "C", "H", "H", "H", "H", "H", "H", "H", "H", "O", "H", "H", "O", "H", "H", "O", "H", "H", "O", "H", "H", "O", "H", "H", "O", "H", "H", "O", "H", "H", "O", "H", "H", "O", "H", "H", "O", "H", "H"],
  "coordinates": [[-2.8976, -0.5946, -0.6224], [-1.7892, 0.5037, -0.7547], [-2.2528, 1.7727, -1.1017], [-1.5437, 2.9624, -0.8428], [-0.2621, 2.8291, -0.3100], [0.3024, 1.5748, -0.2424], [-0.4390, 0.3741, -0.4192], [-3.3495, -0.4901, 0.3514], [-3.5731, -0.3009, -1.4395], [-2.8552, -1.6730, -0.7369], [-3.3106, 2.0118, -1.3505], [-2.0416, 3.9004, -0.5807], [0.3417, 3.6894, -0.1934], [1.2623, 1.3749, 0.2208], [-0.0598, -0.6038, -0.1696], [0.6570, 0.9581, 2.6475], [0.6853, -0.0111, 2.6805], [1.1169, 1.1208, 3.4819], [2.2828, 2.4728, 1.2045], [2.6131, 3.2252, 1.6899], [2.1606, 1.6844, 1.7648], [0.4458, -1.1394, -3.2410], [-0.0133, -1.9220, -2.8686], [1.3683, -1.3206, -3.0726], [1.8505, 1.2830, -2.9537], [1.6411, 0.9835, -2.0747], [1.2281, 1.0110, -3.6447], [2.2641, -2.2208, 1.9653], [2.5609, -1.3524, 1.5131], [1.4608, -2.0206, 2.4291], [-2.5835, 0.0752, 3.6198], [-1.6243, 0.1333, 3.6667], [-2.8699, -0.6175, 3.0049], [-0.3156, -3.3164, 1.5181], [-1.1131, -3.8525, 1.6260], [0.1931, -3.4607, 2.3320], [-2.4176, -0.3971, -3.5905], [-2.1634, 0.5388, -3.5237], [-1.5667, -0.8165, -3.5069], [1.5572, -3.0563, -1.0489], [0.8390, -3.5465, -0.6405], [1.7178, -2.3183, -0.4704], [3.2665, 0.0075, 1.4093], [3.0427, 0.8170, 0.8674], [4.1834, -0.2725, 1.4070]],
  "forces_ev_per_a": [[-0.126, 1.323, -1.081], [-0.270, -1.323, -0.230], [-1.320, 1.936, 0.597], [0.335, -1.240, 1.708], [-0.023, -0.587, -1.678], [-0.216, -2.780, 0.638], [-1.047, 1.769, 0.069], [-0.434, 0.477, 0.313], [-0.362, -0.200, 0.696], [1.435, -0.134, -0.296], [0.612, -0.996, 0.089], [-0.129, -0.118, -1.233], [0.495, 0.719, 0.704], [-0.575, 0.475, -1.098], [0.323, -0.073, 0.041], [0.188, -0.976, 0.975], [-0.256, 0.083, -0.582], [-0.092, 0.538, 0.163], [0.935, 0.302, -0.194], [0.297, -0.045, 0.519], [-0.487, 1.317, 0.775], [-1.053, -0.754, 0.115], [0.669, 0.535, -0.183], [0.433, -0.115, 0.104], [1.102, 0.728, -1.114], [-0.930, -0.334, -0.048], [-0.073, -0.239, 1.053], [0.804, 0.564, -0.957], [-0.692, -1.390, 1.122], [-0.411, 0.300, 0.190], [-0.522, -0.037, 0.184], [-0.129, -0.220, -0.472], [0.641, 0.326, 0.217], [-0.211, -0.125, 0.355], [0.133, 0.134, 0.008], [-0.140, -0.241, -0.498], [-0.295, 0.736, -0.243], [-0.297, -0.325, -0.006], [0.537, -0.273, -0.091], [-0.090, -0.319, -0.925], [0.017, 0.040, 0.349], [0.055, 0.217, 0.632], [-0.668, 0.926, -0.543], [1.550, -1.165, 0.256], [0.286, 0.566, -0.400]]
}